The following is a DFT calculation (wB97M-V/def2-TZVPD) of a single CClNOS molecule.

XYZ file:
```
5
Properties=species:S:1:pos:R:3:nbo_charge:R:1
Cl 2.74634 1.14116 1.57997 -0.038
C -0.58120 -0.33253 -0.47404 0.532
S 0.91811 0.57686 1.76595 0.518
N -1.63248 -0.61948 -0.92964 -0.415
O 0.48822 0.17514 -0.11194 -0.598
```

Results
SMILES	N#COSCl
ΔE to the lowest compared entry with this formula, charge and spin	12.4	kcal per mole
total energy	-1026.3848	Eh
LUMO energy	-0.086	hartree
orbital gap	7.83	eV

The following is a DFT calculation (wB97M-V/def2-TZVPD) of 2 unconnected molecules or ions with the total composition H8O4Si3.

XYZ file:
```
15
Properties=species:S:1:pos:R:3:nbo_charge:R:1
Si -2.00933 -0.32872 -0.17757 1.384
Si 2.97553 -0.63567 -0.14106 0.469
H 3.82505 -0.33179 -1.21307 -0.165
O -1.91735 -1.07963 1.34445 -1.080
O -1.59940 -1.36722 -1.35307 -1.134
H -3.52463 -0.17467 -0.38436 -0.188
O -0.30053 1.94973 -1.28148 -1.134
H 0.19474 2.07392 2.15649 0.517
H 2.55612 -1.93746 -0.24589 -0.196
O 0.30480 1.99336 1.22260 -1.145
H -0.83153 -2.00368 -1.37092 0.526
H -0.27487 2.84461 -1.31117 0.502
H -2.61883 -1.64756 1.41083 0.474
H 3.26518 -0.24636 1.36820 -0.123
Si -0.04495 0.89114 -0.02399 1.294
```

Results
ΔE to the lowest compared entry with this formula, charge and spin	38.1	kcal per mole
total energy	-1174.2618	Eh
LUMO energy	-0.028	hartree
orbital gap	6.68	eV

The following is a DFT calculation (wB97M-V/def2-TZVPD) of a molecular structure, C6H8ClN.

XYZ file:
```
16
Properties=species:S:1:pos:R:3:nbo_charge:R:1
C 0.53452 0.62408 -0.83294 -0.251
H -1.50191 1.52140 -0.53647 0.223
C -0.94848 0.57518 -0.55171 -0.242
C 1.04571 -0.33205 0.23431 -0.068
H -0.42025 -0.93238 -2.19361 0.242
N 0.01063 -1.42046 0.17607 -0.618
H 0.37643 1.39193 1.66139 0.217
H -0.57891 0.79191 -2.68112 0.223
Cl 0.74507 -0.43214 3.04800 -0.084
C -0.34814 0.13406 -1.87234 -0.406
H 1.10687 1.53168 -0.96080 0.222
C -0.86733 -0.34829 0.70936 -0.060
H 2.03874 -0.66354 0.20326 0.213
H -1.73906 -0.63433 1.22524 0.213
H 0.19968 -2.13728 0.90214 0.370
C 0.34643 0.33024 1.46924 -0.193
```

Results
ΔE to the lowest compared entry with this formula, charge and spin	42.3	kcal per mole
total energy	-748.2806	Eh
LUMO energy	0.038	hartree
orbital gap	10.58	eV

The following is a DFT calculation (wB97M-V/def2-TZVPD) of 4 unconnected molecules or ions with the total composition C24H55BrFN3O3.

XYZ file:
```
87
Properties=species:S:1:pos:R:3:lowdin_charge:R:1
H 3.07604 -1.97886 0.62184 0.114
H -2.69978 -4.22000 -2.36481 0.078
H -7.09772 -2.13428 0.01251 0.110
C -4.66410 -3.56180 -1.78545 -0.271
H -1.65187 3.54291 -3.55314 0.130
H 6.64717 1.43223 3.52137 0.071
C 4.87430 2.40172 2.79033 -0.278
H -4.99318 -1.42948 -3.50010 0.069
C -1.59172 2.99057 -1.49636 -0.240
H 4.30610 2.06051 3.65996 0.115
C 0.50408 -1.61303 2.76601 -0.270
C -6.72577 -2.84672 -0.72891 -0.253
C 2.24692 2.88959 1.23357 -0.111
H -7.92606 -1.86995 -2.27837 0.054
C 5.08679 4.38451 1.35564 -0.243
C -0.59686 -0.35401 -1.51249 -0.155
H 0.32621 1.54353 -1.79685 0.123
H 0.18109 -0.04328 4.19612 0.076
H 1.34611 -0.94466 -2.82383 0.135
H 6.98614 2.66179 2.31439 0.064
F 0.23555 -1.16032 -4.45245 -0.012
H 0.64442 0.54550 2.59827 0.063
O -0.58514 -1.46710 -2.38438 -0.091
H -2.73788 -3.38112 -0.81114 0.076
C 5.20960 3.68030 -0.00356 -0.078
C 0.72843 -3.10362 0.87496 -0.253
C -5.01495 -1.17711 -1.32273 -0.243
C 2.91575 3.74235 2.31719 -0.241
H 0.67912 -2.36394 3.55265 0.102
H 1.90143 -4.82066 1.56092 0.057
O 0.05315 5.39018 -3.70529 0.031
H -1.54493 -0.37855 -1.00265 0.119
H -0.56412 -1.65051 2.53684 0.120
N 1.22312 -1.91351 1.54524 -0.200
C 6.34832 2.41852 3.16456 -0.089
C 0.82134 -0.23905 3.33560 -0.083
H 5.45544 2.62266 0.10223 0.066
H 2.92907 -2.60569 3.62600 0.068
H -4.75457 0.22238 -2.94751 0.067
H 2.63301 1.86899 1.21497 0.056
H 1.17359 2.82764 1.42986 0.062
H 4.63223 5.36731 1.21098 0.115
H -0.72469 3.07715 -0.85943 0.050
H 0.25843 -5.20001 1.08396 0.072
N -5.32664 -2.55379 -0.97975 -0.199
H -6.36128 -0.48162 -2.90629 0.054
H 1.85484 -0.16331 3.67618 0.064
H 2.36180 3.32514 0.24354 0.006
H -2.47419 4.66664 -2.52107 0.128
H -2.44863 3.14568 -0.85900 0.125
H 0.81736 -2.60213 -3.25133 0.128
H 4.72054 1.64430 2.00315 0.097
C -1.59533 4.04720 -2.60287 -0.132
H 6.54010 3.13983 3.95940 0.080
H 3.55781 -3.64029 2.33983 0.056
N 4.36247 3.70498 2.41513 -0.198
C 0.52966 -1.56743 -3.16888 -0.260
H -8.63270 -3.33211 -1.61973 0.069
C 3.42726 -2.60697 2.65588 -0.076
H 0.55062 -4.40929 2.62602 0.067
H -5.03698 -3.58688 -2.82233 0.102
C 0.87632 -4.45392 1.58691 -0.078
O -1.72464 1.70979 -2.05681 -0.132
Br 0.57775 5.30781 -1.00789 0.745
H 2.51438 3.43556 3.28844 0.111
C -0.50925 0.99213 -2.21097 -0.159
H -5.53211 -0.52620 -0.61326 0.114
H -6.76879 -3.82333 -0.23672 0.108
H 4.42511 -2.18842 2.80140 0.071
H 2.89411 -0.71890 1.79462 0.085
H -0.32149 0.87349 -3.27042 0.124
H 4.29800 3.76287 -0.59342 0.053
H -2.85682 -2.47517 -2.32539 0.049
C -7.69008 -2.87155 -1.92208 -0.087
H 2.60280 4.78318 2.19529 0.111
C -0.38398 4.92537 -2.67815 -0.736
C -3.15414 -3.39139 -1.81990 -0.088
H 1.20452 -3.16786 -0.10471 0.108
C 2.66750 -1.77350 1.61463 -0.246
H 6.00878 4.14403 -0.58481 0.072
C -5.30563 -0.69988 -2.75227 -0.074
H 0.16485 -0.43500 -0.74448 0.114
H 6.09427 4.59686 1.72072 0.100
H -0.33350 -2.94289 0.66927 0.103
H -4.89424 -4.53938 -1.35335 0.117
H -3.95255 -1.01453 -1.12437 0.087
H -7.29748 -3.45222 -2.75668 0.065
```

Results
SMILES	O=C(Br)CCOCCOCF.CCN(CC)CC.CCN(CC)CC.CCN(CC)CC
total energy	-4011.2221	Eh
LUMO energy	0.018	hartree
orbital gap	8.51	eV